DFT (ωB97M-V/def2-TZVPD) results for a structure of composition C9H7NO at a distorted geometry.

Results
LUMO energy (alpha / beta) in eV: -0.3 / 0.0
Total energy in Eh: -476.96911
ΔE to the lowest compared entry with this formula, charge and spin in kcal per mole: 119.42

Each line ends with the Löwdin charge.
CARTESIAN COORDINATES (ANGSTROEM)
C: 3.25 0.91 0.05  -0.200
C: 1.83 -0.58 0.00  -0.233
C: 1.12 0.59 -0.08  -0.159
C: 1.18 -1.85 -0.03  0.026
C: -0.20 -1.80 -0.03  -0.011
C: -0.96 -0.54 -0.15  -0.258
C: -2.12 -0.15 0.42  -0.001
C: -0.27 0.68 -0.24  0.032
C: -3.20 0.78 0.16  -0.122
N: 3.21 -0.37 0.08  0.166
O: 2.10 1.59 -0.03  0.100
H: 4.13 1.44 0.01  0.113
H: 1.57 -2.84 -0.01  0.106
H: -0.91 -2.57 0.01  0.089
H: -0.67 1.58 -0.43  0.087
H: -4.06 0.31 0.57  0.064
H: -3.29 1.08 -0.88  0.072
H: -2.71 1.73 0.60  0.130

***

DFT (ωB97M-V/def2-TZVPD) results for a cluster of 2 separate species, C6H16NO in total at a distorted geometry.

Results
LUMO energy in eV: -3.2
Charge: +1
Total energy in Eh: -367.91434
ΔE to the lowest compared entry with this formula, charge and spin in kcal per mole: 42.74

Each line ends with the Löwdin charge.
CARTESIAN COORDINATES (ANGSTROEM)
C: 1.21 1.47 -1.11  -0.052
C: 0.24 1.33 0.07  -0.234
C: 0.57 0.52 1.33  -0.156
C: 0.28 -0.92 1.41  -0.390
C: 1.17 -1.86 1.11  0.082
C: -1.05 -1.40 2.01  -0.066
N: -1.07 0.69 -0.64  0.203
H: 0.97 2.23 -1.88  0.107
H: 1.63 0.56 -1.46  0.079
H: 2.13 1.93 -0.79  0.082
H: -0.11 2.30 0.49  0.150
H: 0.13 1.03 2.19  0.125
H: 1.65 0.69 1.63  0.159
H: 2.09 -1.80 0.57  0.067
H: 1.05 -2.86 1.53  0.080
H: -1.91 -1.66 1.31  0.095
H: -0.94 -2.31 2.61  0.086
H: -1.50 -0.59 2.59  0.076
H: -0.93 0.62 -1.66  0.082
H: -1.96 1.23 -0.39  0.194
H: -1.18 -0.27 -0.27  0.120
H: -1.18 -0.89 -3.18  0.113
H: -0.81 0.11 -4.16  0.072
O: -0.48 -0.15 -3.29  -0.075

***

DFT (ωB97M-V/def2-TZVPD) results for an isolated molecule of C4H7FN2S.

Results
LUMO energy in eV: 0.4
SMILES: N/C=C(\CF)C(N)=S
Total energy in Eh: -764.17873
ΔE to the lowest compared entry with this formula, charge and spin in kcal per mole: 4.05

Each line ends with the Löwdin charge.
CARTESIAN COORDINATES (ANGSTROEM)
C: 1.18 1.12 -0.26  -0.131
C: 0.31 0.11 -0.01  -0.265
C: 0.77 -1.31 -0.06  -0.173
C: -1.12 0.39 0.11  -0.851
H: 3.12 1.78 -0.53  0.099
H: 2.92 0.11 -0.18  0.089
H: 0.81 2.14 -0.31  0.122
H: 0.97 -1.66 -1.08  0.126
H: 0.02 -1.99 0.41  0.098
H: -2.44 1.81 0.66  0.083
H: -0.85 2.10 1.16  0.087
N: 2.51 0.99 -0.47  0.106
N: -1.46 1.63 0.53  0.061
F: 1.99 -1.45 0.63  -0.083
S: -2.29 -0.71 -0.31  0.630

***

DFT (ωB97M-V/def2-TZVPD) results for a structure of composition C52H48LiN2P2Si.

Results
LUMO energy (alpha / beta) in eV: 2.4 / 2.4
Charge: -1
Total energy in Eh: -3099.54792

Each line ends with the Löwdin charge.
CARTESIAN COORDINATES (ANGSTROEM)
Li: -0.11 -0.61 0.72  0.461
C: 2.49 1.26 -0.32  -0.163
Si: 0.77 1.01 -1.04  0.631
C: -0.27 2.04 0.20  -0.236
C: -0.70 3.17 -0.51  -0.151
C: -1.12 4.35 0.09  -0.091
C: -1.05 4.45 1.47  -0.083
C: -0.66 3.34 2.20  -0.128
C: -0.33 2.10 1.63  -0.301
P: 0.12 0.75 2.94  1.049
C: -0.75 1.45 4.42  -0.387
C: -0.07 1.31 5.63  -0.123
C: -0.69 1.62 6.84  -0.105
C: -1.99 2.08 6.86  -0.107
C: -2.68 2.23 5.66  -0.084
C: -2.06 1.93 4.46  -0.121
C: -0.75 -0.77 2.75  -0.459
C: 0.07 -1.87 2.34  -0.250
C: -0.30 -3.07 1.71  -0.166
C: -1.58 -3.47 1.35  -0.085
C: -2.81 -2.72 1.68  -0.130
C: -2.26 -0.84 2.66  -0.145
C: 0.75 1.78 -2.78  -0.233
C: 1.90 2.47 -3.17  -0.086
C: 2.02 3.04 -4.43  -0.083
C: 0.97 2.95 -5.33  -0.082
C: -0.19 2.29 -4.96  -0.097
C: -0.31 1.71 -3.70  -0.370
P: -1.90 0.95 -3.17  1.150
C: -3.05 2.12 -4.00  -0.356
C: -3.85 1.80 -5.09  -0.086
C: -4.73 2.73 -5.63  -0.091
C: -4.82 4.01 -5.09  -0.103
C: -4.02 4.34 -4.00  -0.087
C: -3.16 3.40 -3.46  -0.104
C: -2.05 -0.51 -4.26  -0.378
C: -1.10 -0.90 -5.20  -0.082
C: -1.28 -2.05 -5.95  -0.089
C: -2.40 -2.84 -5.77  -0.100
C: -3.36 -2.47 -4.82  -0.086
C: -3.18 -1.32 -4.08  -0.120
H: 2.59 2.29 0.02  0.046
H: 3.32 1.04 -1.00  0.022
H: 2.60 0.62 0.56  0.038
H: -0.70 3.15 -1.59  0.056
H: -1.46 5.18 -0.51  0.099
H: -1.30 5.37 1.98  0.100
H: -0.62 3.44 3.27  0.085
H: 0.94 0.94 5.62  0.091
H: -0.14 1.50 7.77  0.094
H: -2.48 2.31 7.80  0.092
H: -3.70 2.58 5.66  0.099
H: -2.61 2.07 3.53  0.104
H: 1.14 -1.75 2.53  0.077
H: 0.51 -3.74 1.45  0.096
H: -1.69 -4.42 0.86  0.089
H: -3.70 -3.27 1.37  0.138
H: -2.72 0.04 3.09  0.115
H: 2.73 2.57 -2.48  0.086
H: 2.93 3.57 -4.69  0.099
H: 1.06 3.40 -6.31  0.099
H: -1.02 2.24 -5.65  0.108
H: -3.79 0.81 -5.53  0.095
H: -5.35 2.46 -6.48  0.098
H: -5.50 4.73 -5.51  0.095
H: -4.08 5.33 -3.57  0.100
H: -2.56 3.67 -2.60  0.084
H: -0.20 -0.31 -5.33  0.098
H: -0.52 -2.35 -6.67  0.099
H: -2.54 -3.75 -6.35  0.095
H: -4.23 -3.08 -4.66  0.100
H: -3.91 -1.05 -3.32  0.101
C: -2.05 -2.10 5.56  -0.080
C: -2.14 -2.93 4.28  -0.190
C: -2.88 -2.18 3.17  -0.318
C: -4.31 -2.06 3.61  -0.046
C: -5.32 -1.49 2.97  -0.095
C: -5.25 -0.79 1.69  -0.065
C: -4.18 -0.64 0.91  -0.142
C: -4.32 0.24 -0.31  -0.211
C: -3.86 1.66 -0.01  -0.077
C: -2.78 -1.18 1.20  -0.309
N: -1.84 -0.83 0.19  -0.048
C: -1.66 -1.67 -0.83  -0.195
C: -0.43 -1.68 -1.53  -0.300
C: 0.04 -2.62 -2.44  -0.076
C: 1.39 -2.34 -2.71  -0.112
C: 1.76 -1.25 -1.97  -0.175
N: 0.65 -0.78 -1.22  -0.116
H: -1.55 -2.66 6.36  0.068
H: -3.03 -1.79 5.93  0.065
H: -1.46 -1.20 5.38  0.058
H: -2.69 -3.86 4.48  0.115
H: -1.15 -3.22 3.97  0.089
H: -4.55 -2.55 4.55  0.099
H: -6.31 -1.53 3.43  0.089
H: -6.18 -0.33 1.36  0.097
H: -5.37 0.25 -0.62  0.104
H: -3.73 -0.16 -1.13  0.053
H: -4.47 2.10 0.79  0.077
H: -3.95 2.30 -0.89  0.053
H: -2.82 1.66 0.31  0.050
H: -2.43 -2.35 -1.20  0.128
H: -0.54 -3.44 -2.82  0.101
H: 2.05 -2.90 -3.35  0.090
H: 2.71 -0.76 -1.91  0.078

***

> total energy of number 3 (C4H7FN2S)?

-764.17873 Eh

***

> total energy of number 2 (C6H16NO)?

-367.91434 Eh